DFT (ωB97M-V/def2-TZVPD) results for a cluster of 2 separate species, C4H9OS in total.

Each line ends with the natural charge from an NBO analysis.
Positions of all 15 atoms, in Å:
1 C 0.318 -1.630 0.352  -0.1063
2 O -0.938 -1.018 0.546  -0.8115
3 C 1.423 -0.619 0.577  -0.1527
4 C 2.439 -0.712 1.473  -0.4723
5 H 0.381 -1.974 -0.702  0.1645
6 H 0.397 -2.515 1.017  0.1530
7 H -1.071 -0.321 -0.229  0.4500
8 H 1.320 0.288 -0.043  0.2257
9 H 3.243 0.014 1.546  0.1855
10 H 2.450 -1.584 2.143  0.1717
11 C -2.127 2.092 -1.337  -0.7326
12 S -0.890 0.788 -1.698  -0.6200
13 H -2.388 2.006 -0.262  0.1844
14 H -1.528 2.996 -1.432  0.1864
15 H -3.030 2.190 -1.952  0.1744

For the HOMO energy, the calculation gives -2.936 eV. Its charge is -1. The gap between HOMO and LUMO comes out at 6.89 eV. The value obtained for the total energy is -631.2238 Ha.

***

DFT (ωB97M-V/def2-TZVPD) results for a structure of composition C28H37BrFGeO5S5TeY.

Each line ends with the Löwdin charge.
Positions of all 80 atoms, in Å:
1 Y -0.455 -0.934 1.064  1.1021
2 C -4.338 1.012 -5.432  -0.0560
3 C -3.286 2.023 -4.952  -0.5626
4 C -2.461 2.495 -6.159  -0.0566
5 C -4.024 3.230 -4.374  -0.0780
6 C -2.366 1.367 -3.923  -0.1904
7 C -2.178 1.869 -2.644  -0.0927
8 C -1.348 1.205 -1.764  -0.5376
9 Br -1.179 1.902 -0.002  0.8514
10 C -0.655 0.011 -2.057  -0.4083
11 O 0.047 -0.595 -1.138  -0.3885
12 C -0.804 -0.469 -3.388  -0.0720
13 C -1.662 0.209 -4.246  -0.0099
14 C -0.128 -1.739 -3.943  -0.5220
15 C 0.525 -1.412 -5.298  -0.0638
16 C 0.976 -2.336 -3.063  -0.0683
17 C -1.198 -2.826 -4.135  -0.0438
18 H -5.007 1.476 -6.164  0.0754
19 H -4.936 0.655 -4.591  0.0915
20 H -3.874 0.143 -5.902  0.0728
21 H -3.106 2.963 -6.911  0.0754
22 H -1.940 1.658 -6.629  0.0745
23 H -1.708 3.222 -5.846  0.0864
24 H -4.696 3.647 -5.129  0.0766
25 H -3.330 4.019 -4.071  0.0824
26 H -4.622 2.952 -3.503  0.0874
27 H -2.690 2.759 -2.302  0.0880
28 H -1.799 -0.202 -5.241  0.0931
29 H 1.272 -0.623 -5.177  0.0880
30 H -0.198 -1.082 -6.048  0.0625
31 H 1.027 -2.303 -5.687  0.0763
32 H 1.789 -1.621 -2.922  0.0658
33 H 1.380 -3.213 -3.581  0.0841
34 H 0.608 -2.642 -2.086  0.0277
35 H -2.005 -2.496 -4.795  0.0725
36 H -1.628 -3.099 -3.169  0.0754
37 H -0.743 -3.722 -4.571  0.0795
38 S 1.682 -2.333 2.352  0.1296
39 S 0.998 -4.309 2.441  -0.0557
40 S 0.629 -4.655 0.467  -0.2076
41 S -1.099 -3.618 0.059  -0.0872
42 F 0.764 0.270 2.472  -0.5542
43 C 4.732 1.564 -0.180  -0.4963
44 Te 2.829 0.733 -0.727  1.1586
45 C 3.579 -1.253 -0.516  -0.4677
46 H 5.006 1.226 0.819  -0.0201
47 H 4.646 2.651 -0.181  -0.0209
48 H 5.495 1.264 -0.898  -0.0162
49 H 4.273 -1.480 -1.323  -0.0043
50 H 2.734 -1.938 -0.543  -0.0332
51 H 4.061 -1.334 0.456  -0.0109
52 O -1.448 -1.650 3.056  -0.5550
53 S -2.695 -0.801 2.722  0.2569
54 O -3.881 -1.324 3.344  -0.3192
55 O -2.718 -0.919 1.204  -0.4978
56 O -2.353 0.581 3.025  -0.3618
57 Ge 0.792 -1.123 4.226  0.7015
58 C 2.627 -0.523 4.709  -0.3268
59 C 3.261 -1.085 5.817  -0.1232
60 C 4.540 -0.691 6.200  -0.1174
61 C 5.213 0.280 5.472  -0.1253
62 C 4.596 0.851 4.364  -0.1057
63 C 3.318 0.454 3.988  -0.1127
64 C -0.332 0.220 5.102  -0.3142
65 C -0.108 1.589 4.994  -0.1052
66 C -0.847 2.485 5.753  -0.1008
67 C -1.826 2.024 6.626  -0.1156
68 C -2.060 0.661 6.736  -0.0988
69 C -1.310 -0.233 5.980  -0.1255
70 H 0.523 -2.404 5.062  0.0041
71 H 2.752 -1.851 6.396  0.0887
72 H 5.009 -1.148 7.065  0.0870
73 H 6.211 0.591 5.763  0.0849
74 H 5.115 1.608 3.785  0.0891
75 H 2.850 0.892 3.112  0.0832
76 H 0.632 1.955 4.293  0.0954
77 H -0.671 3.550 5.650  0.0889
78 H -2.415 2.727 7.205  0.0848
79 H -2.843 0.290 7.388  0.0914
80 H -1.523 -1.295 6.044  0.0969

For the HOMO energy, the calculation gives -2.039 eV. Its charge is -2. The gap between HOMO and LUMO comes out at 5.68 eV. The value obtained for the total energy is -8513.7911 Ha.

***

DFT (ωB97M-V/def2-TZVPD) results for a cluster of 2 separate species, CH3O3 in total.

Each line ends with the natural charge from an NBO analysis.
Positions of all 7 atoms, in Å:
1 O -0.093 2.703 -2.692  -0.9692
2 H -0.031 2.027 -1.979  0.5069
3 H 0.071 2.203 -3.523  0.4595
4 O 1.555 -1.230 0.949  -0.7802
5 O 0.000 0.000 0.000  -0.8194
6 C 0.867 -0.209 0.874  0.6103
7 H 0.861 0.453 1.774  -0.0080

For the HOMO energy, the calculation gives -3.910 eV. Its charge is -1. The gap between HOMO and LUMO comes out at 7.94 eV. The value obtained for the total energy is -265.6763 Ha.